1.
DFT (ωB97M-V with the def2-TZVPD basis set) results for a gas-phase ion, C19H38NO2 (charge +1) in a non-equilibrium geometry.

The largest force on an atom is 1.1 eV/Å. The value obtained for the total energy is -951.81379 Ha. The value obtained for the HOMO-LUMO gap is 11.12 eV. As for the energy relative to the best compared isomer or geometry (same formula, charge and spin): 0.2 kcal per mole. The calculation puts the HOMO energy at -0.4821 Eh. The SMILES is CC(=O)OCCCCCCCCCCC[N+]1(C)CCCCC1.

Structure (ORCA input):
```
! wB97M-V def2-TZVPD RIJCOSX def2/J DEFGRID3
* xyz 1 1
O 1.396 -0.205 -0.441
O 2.973 0.797 0.796
N -1.499 -0.595 -2.156
C -1.604 -1.749 2.103
C -1.684 0.205 -5.006
C 2.395 2.095 0.621
C 0.167 -0.175 2.966
C 1.663 2.621 3.018
C -0.757 -1.867 -2.148
C -2.671 -0.822 1.510
C -0.372 0.285 -4.233
C -2.550 -0.907 -4.424
C -0.648 0.478 -2.748
C -0.936 -1.158 3.348
C 2.409 -0.248 0.233
C 2.037 1.334 3.769
C 0.824 0.494 4.172
C 3.175 -1.511 0.509
C 2.612 2.955 1.864
C -1.784 -0.204 -0.741
C -2.765 -0.702 -2.928
C -2.844 -1.022 -0.002
H -0.532 -2.190 -3.159
H 0.214 1.138 -4.576
H -2.102 0.841 -0.740
H 0.282 0.509 -2.177
H 0.935 -0.717 2.408
H 1.149 -0.282 4.868
H 3.787 -1.394 1.398
H 1.328 1.980 0.402
H 0.649 2.544 2.622
H 0.229 -0.607 -4.410
H -0.832 -0.268 -0.209
H -1.342 -2.640 -1.658
H -3.622 -1.012 2.008
H 3.647 2.847 2.189
H -2.211 1.158 -4.935
H 2.886 2.553 -0.244
H 0.096 1.119 4.692
H -1.174 1.426 -2.615
H -0.826 -1.949 1.362
H -1.685 -0.661 3.967
H -0.500 -1.962 3.942
H -2.095 -1.879 -4.622
H 2.602 1.594 4.664
H -3.529 -0.909 -4.903
H 1.665 3.458 3.717
H -1.489 0.013 -6.060
H -2.067 -2.705 2.352
H -3.842 -0.696 -0.298
H -0.244 0.590 2.303
H -3.349 -1.528 -2.522
H 2.495 -2.352 0.619
H 0.177 -1.719 -1.605
H -2.413 0.220 1.703
H 2.459 3.992 1.564
H -2.761 -2.088 -0.214
H -3.320 0.226 -2.772
H 2.690 0.722 3.146
H 3.830 -1.711 -0.339
*
```


2.
DFT (ωB97M-V with the def2-TZVPD basis set) results for 2 unconnected molecules or ions with the total composition C19H39B2F2N5O8P2 in a non-equilibrium geometry.

The largest force on an atom is 1.2 eV/Å. The value obtained for the total energy is -2555.57871 Ha. The value obtained for the HOMO-LUMO gap is 6.74 eV. The calculation puts the HOMO energy at -0.2947 Eh.

Structure (ORCA input):
```
! wB97M-V def2-TZVPD RIJCOSX def2/J DEFGRID3
* xyz 0 1
P 1.062 2.919 -3.874
P -0.145 3.672 -2.215
F -5.304 2.881 5.825
F -4.344 3.583 7.777
O -1.067 3.231 4.918
O 0.330 2.989 -0.857
O 3.890 -1.190 -0.996
O -3.088 3.720 5.768
O -0.025 5.121 -2.218
O -1.554 3.021 -2.555
O -3.523 1.612 6.741
O -1.605 0.614 6.117
N 0.999 -0.910 -3.510
N 2.298 -3.053 -1.371
N 1.302 1.245 -3.435
N 2.917 1.392 -1.595
N -0.211 0.410 -5.092
C 1.469 -3.126 -0.156
C 2.116 0.657 -2.445
C -1.463 -0.060 0.754
C 0.697 0.732 3.844
C -1.090 -2.215 -4.078
C -1.915 -1.501 -1.857
C 3.428 -3.992 -1.263
C 0.441 -2.233 -3.876
C -2.199 -1.400 0.651
C -1.863 -2.666 -2.840
C -1.200 0.414 2.178
C 0.050 -0.208 2.826
C -2.916 -1.578 -0.686
C 1.962 -0.671 -2.490
C 0.667 0.229 -4.064
C 1.957 1.457 3.362
C -2.348 1.561 6.174
C -2.064 2.949 5.539
C 1.908 2.008 1.935
B 2.734 -1.683 -1.569
B -4.140 2.976 6.560
H 3.794 -4.082 -0.239
H -1.428 -1.206 -4.287
H -3.455 -2.525 -0.695
H -0.916 -1.355 -1.449
H -0.176 1.353 -5.464
H -2.039 2.680 -1.791
H 1.261 1.416 1.285
H 1.088 -4.138 -0.033
H -1.395 -3.540 -2.382
H 1.568 3.041 1.908
H 0.764 -0.437 2.024
H 3.903 1.360 -1.816
H 0.616 -2.465 -0.246
H -2.065 0.194 2.806
H -0.484 -0.156 0.262
H 2.839 0.826 3.493
H -1.336 -2.809 -4.957
H 0.973 -2.624 -4.742
H -0.110 -0.255 -5.848
H 2.900 1.997 1.476
H 0.103 2.056 -0.728
H -0.045 1.449 4.182
H -0.219 -1.149 3.305
H 2.306 3.443 -3.508
H 2.102 2.307 4.030
H -1.456 -2.194 0.719
H -1.094 1.500 2.190
H 2.021 -2.835 0.743
H -2.136 -0.601 -2.438
H -2.897 -1.506 1.479
H 3.119 -4.971 -1.629
H 0.704 -2.864 -3.032
H 3.730 -0.626 -0.229
H 0.968 0.154 4.727
H -2.875 -2.957 -3.125
H -2.016 0.709 0.200
H 2.604 2.335 -1.413
H -3.637 -0.770 -0.812
H 4.255 -3.666 -1.890
*
```


3.
DFT (ωB97M-V with the def2-TZVPD basis set) results for a molecular structure, C19H39BGeIrN6O4PS4 in a non-equilibrium geometry.

The largest force on an atom is 2.6 eV/Å. The value obtained for the total energy is -5517.28441 Ha. The value obtained for the HOMO-LUMO gap (alpha / beta) is 6.61 / 7.09 eV. As for the energy relative to the best compared isomer or geometry (same formula, charge and spin): 36.6 kcal per mole. The expectation value of S² is 0.772. The calculation puts the HOMO energy (alpha / beta) at -0.1635 / -0.1794 Eh.

Structure (ORCA input):
```
! wB97M-V def2-TZVPD RIJCOSX def2/J DEFGRID3
* xyz -1 2
Ir 1.636 -0.345 -0.165
Ge 1.641 -3.984 0.202
S 1.795 0.347 -2.762
S 2.091 2.454 0.269
S -0.868 0.260 -0.309
S -1.652 -1.417 2.657
P -2.191 -0.522 0.994
O -3.084 0.830 1.276
O 3.761 -0.199 0.734
O -3.219 -1.543 0.284
O 5.020 -0.102 2.562
N 2.819 -0.463 2.799
N 4.397 0.940 -2.351
N 3.137 2.714 -2.600
N 1.516 -0.331 2.278
N -0.412 3.350 -0.099
N 0.786 3.454 -1.931
C 2.084 -3.682 2.117
C 5.203 2.032 -2.226
C 4.414 3.126 -2.383
C -0.477 3.877 -2.219
C -3.918 1.118 3.533
C -3.553 -0.287 -1.832
C -5.159 1.955 1.505
C -3.923 -1.471 -0.954
C 3.957 -0.220 1.978
C -4.263 0.853 2.072
C 0.812 3.107 -0.638
C -5.420 -1.458 -0.651
C -1.226 3.813 -1.091
C 1.722 -2.408 -0.886
C -0.204 -4.779 0.191
C 2.860 -5.453 -0.460
C 3.134 1.377 -2.548
C -0.792 3.184 1.270
C 4.794 -0.431 -2.211
B 1.944 3.616 -2.961
H 3.899 -5.178 -0.308
H -0.733 4.201 -3.209
H -4.636 2.909 1.568
H -5.975 -1.632 -1.570
H -0.542 -4.972 -0.823
H -2.259 4.032 -0.913
H -0.208 -5.715 0.744
H 1.541 3.308 -4.041
H -6.085 2.023 2.073
H 1.771 -2.604 -1.954
H -0.905 -4.097 0.662
H -3.648 0.643 -1.277
H 1.191 -3.410 2.675
H -1.570 2.428 1.364
H 2.709 -5.639 -1.520
H -3.511 2.121 3.647
H 4.672 -0.734 -1.166
H -4.767 -0.120 1.987
H -4.219 -0.257 -2.693
H 2.952 -0.194 3.768
H 2.666 -6.375 0.085
H 5.831 -0.538 -2.523
H 2.500 -4.581 2.568
H 0.916 -1.099 2.595
H -1.156 4.131 1.673
H 1.081 0.552 2.555
H -3.670 -2.404 -1.477
H -2.528 -0.367 -2.180
H 4.661 4.165 -2.340
H -5.706 -0.494 -0.234
H 4.155 -1.052 -2.840
H -4.806 1.029 4.157
H 2.809 -2.881 2.225
H -5.396 1.762 0.460
H 0.090 2.873 1.825
H -3.179 0.396 3.869
H -5.663 -2.236 0.069
H 6.251 1.940 -2.027
H 2.306 4.754 -2.916
*
```


4.
DFT (ωB97M-V with the def2-TZVPD basis set) results for 3 unconnected molecules or ions with the total composition C19H39BrINO3S2 in a non-equilibrium geometry.

The largest force on an atom is 1.1 eV/Å. The value obtained for the total energy is -4695.84454 Ha. The value obtained for the HOMO-LUMO gap is 9.19 eV. The calculation puts the HOMO energy at -0.3292 Eh.

Structure (ORCA input):
```
! wB97M-V def2-TZVPD RIJCOSX def2/J DEFGRID3
* xyz 0 1
I -0.919 0.695 -1.706
Br 0.282 4.215 -2.471
S -4.276 -6.405 -2.486
S -4.688 -3.429 2.632
O 3.532 0.406 2.185
O -5.311 -6.567 -1.430
O -4.478 -2.026 2.186
N 1.787 1.760 1.572
C 4.305 0.076 -0.586
C -2.025 -0.138 1.367
C 1.108 2.052 0.260
C -1.824 4.027 -0.531
C -5.638 -4.232 1.341
C -1.053 1.041 1.329
C -0.314 4.274 -0.604
C 2.260 1.781 -0.798
C -4.952 -5.259 -3.694
C 0.000 0.954 0.233
C -3.040 -5.277 -1.828
C 2.821 0.836 1.329
C 4.686 3.020 -0.777
C 0.535 3.480 0.414
C 5.081 3.000 0.706
C 3.182 3.003 -1.089
C 2.916 0.538 -0.148
C 6.490 2.463 0.978
C -3.148 -4.294 2.298
H 3.084 3.207 -2.154
H 5.036 3.969 -1.201
H 5.035 4.029 1.083
H 2.774 3.893 -0.612
H 7.231 3.265 0.934
H -2.319 -5.031 -2.607
H -4.183 -5.004 -4.422
H 5.097 0.553 -0.008
H -2.856 -4.105 1.265
H -5.164 -4.047 0.379
H 2.241 -0.299 -0.355
H -3.281 -5.361 2.478
H -0.126 5.317 -0.362
H 4.353 2.443 1.297
H -1.611 1.975 1.262
H -0.089 3.442 1.315
H -0.489 1.081 2.266
H 1.814 1.475 -1.742
H -5.315 -4.370 -3.179
H 6.787 1.712 0.240
H -2.294 4.098 -1.510
H 0.494 -0.005 0.360
H 4.401 -0.999 -0.428
H -2.925 0.036 0.779
H -2.349 -0.339 2.388
H -5.778 -5.765 -4.190
H -1.554 -1.049 0.985
H -2.282 4.781 0.114
H 5.229 2.248 -1.328
H -2.058 3.043 -0.135
H -5.694 -5.304 1.532
H -6.638 -3.805 1.349
H 2.173 2.590 2.014
H 4.464 0.275 -1.648
H 1.382 4.112 0.689
H -3.533 -4.376 -1.462
H -2.397 -3.894 2.976
H -2.537 -5.791 -1.011
H 6.560 2.007 1.967
*
```


5.
DFT (ωB97M-V with the def2-TZVPD basis set) results for a molecular structure, C19H39NO8SSi2 in a non-equilibrium geometry.

The largest force on an atom is 2.9 eV/Å. The value obtained for the total energy is -2381.24631 Ha. The value obtained for the HOMO-LUMO gap is 2.74 eV. As for the energy relative to the best compared isomer or geometry (same formula, charge and spin): 0.0 kcal per mole. The calculation puts the HOMO energy at 0.0197 Eh.

Structure (ORCA input):
```
! wB97M-V def2-TZVPD RIJCOSX def2/J DEFGRID3
* xyz -2 1
S -1.216 -6.762 3.818
Si -0.386 2.649 -0.834
Si 0.323 0.985 -3.057
O 0.950 -1.556 -3.845
O 0.050 -6.179 4.360
O -2.087 -7.205 4.944
O 4.503 -0.960 0.939
O -0.267 2.450 -2.509
O -0.899 -7.920 2.935
O -1.926 -5.701 3.019
O 2.888 -2.674 -3.643
N 5.040 1.190 0.349
C -0.578 -2.002 1.426
C 0.270 -1.064 0.625
C -2.083 3.371 -0.504
C 0.089 -2.724 2.558
C 4.377 0.221 1.182
C -1.869 -2.281 1.183
C 2.344 3.549 -1.006
C 3.534 0.666 2.360
C 1.773 -2.419 -3.201
C -2.982 2.525 0.400
C -0.460 -1.663 -3.544
C -3.243 1.094 -0.119
C 0.995 3.825 -0.315
C -2.825 0.082 0.965
C -1.063 -0.274 -3.343
C -2.883 -1.378 0.505
C -4.753 0.862 -0.399
C 3.018 2.249 -0.554
C 4.327 2.464 0.170
H 3.420 -0.184 3.017
H -2.731 0.883 -1.055
H 4.171 2.978 1.125
H -5.363 1.709 -0.100
H -1.642 0.033 -4.209
H 1.151 -1.625 0.313
H -4.916 0.699 -1.463
H -1.831 0.347 1.319
H 3.249 1.668 -1.443
H -2.623 2.485 1.424
H 4.968 3.112 -0.424
H -0.916 -2.161 -4.393
H 0.097 -2.096 3.446
H -1.924 4.335 -0.013
H 2.347 1.625 0.029
H -0.224 -0.697 -0.272
H 1.087 -3.071 2.297
H 0.690 4.821 -0.635
H 2.982 4.417 -0.846
H 2.547 0.987 2.044
H -3.508 0.250 1.797
H -0.223 1.311 -0.247
H -5.120 -0.030 0.096
H -0.586 -2.273 -2.654
H 2.153 3.496 -2.074
H 1.011 1.266 -4.336
H 5.945 1.369 0.766
H 1.287 0.458 -2.080
H 1.424 -2.844 -2.250
H -3.839 -1.777 0.831
H 1.118 3.778 0.766
H 4.008 1.498 2.875
H -2.238 -3.246 1.508
H -1.709 -0.291 -2.469
H -2.852 -1.450 -0.587
H -2.567 3.610 -1.447
H -0.499 -3.611 2.795
H 0.643 -0.229 1.224
H -3.945 3.028 0.458
*
```


6.
DFT (ωB97M-V with the def2-TZVPD basis set) results for a molecular structure, C19H40AlBBeCaClF2NO4 in a non-equilibrium geometry.

The largest force on an atom is 3.3 eV/Å. The value obtained for the total energy is -2721.80275 Ha. The value obtained for the HOMO-LUMO gap is 1.59 eV. The calculation puts the HOMO energy at -0.4188 Eh.

Structure (ORCA input):
```
! wB97M-V def2-TZVPD RIJCOSX def2/J DEFGRID3
* xyz 2 1
Ca 0.541 -0.406 0.090
Cl -0.551 -4.191 -0.704
Al 5.928 0.909 -0.718
F 8.613 -2.676 0.750
F -2.861 4.885 -4.333
O 9.943 -4.182 -1.274
O 9.946 -2.469 0.197
O 4.638 -3.093 -0.232
O 11.510 -2.708 -1.184
N 10.498 -3.220 -0.864
C -3.082 3.706 -1.858
C -7.446 5.531 -1.081
C 3.082 -1.227 -0.495
C 5.955 -2.750 0.135
C -1.828 -2.964 1.375
C 1.346 -2.218 3.320
C -0.679 -2.123 1.816
C 3.442 -1.376 2.076
C -6.404 5.391 -2.189
C -4.219 3.634 -0.852
C -5.515 3.090 -1.440
C -1.662 0.740 -0.426
C 2.050 -1.012 2.696
C -2.510 -0.125 -0.336
C -6.106 3.942 -2.566
C -0.196 -2.191 3.282
C 3.668 -0.540 0.790
C -3.336 -1.285 -0.205
C 3.998 -2.260 -1.155
B -3.222 -2.126 1.210
Be 7.272 -1.328 -1.649
H -5.336 2.079 -1.827
H 3.182 0.427 0.947
H 6.244 -1.728 -0.201
H -1.558 -3.358 0.223
H 1.645 -3.133 2.815
H 3.389 -2.902 -1.784
H 1.675 -2.309 4.348
H -8.386 5.057 -1.369
H -3.354 -1.446 2.231
H -3.909 2.977 -0.022
H -7.030 3.466 -2.907
H 4.742 -0.293 0.637
H -5.429 3.933 -3.424
H 3.464 -2.426 1.821
H -0.620 -3.035 3.809
H 0.195 -2.474 1.209
H 4.697 -1.778 -1.841
H -1.135 1.663 -0.355
H -4.385 4.620 -0.412
H -6.250 2.976 -0.639
H -0.552 -1.302 3.797
H -4.109 -2.936 1.170
H 2.220 -0.236 3.433
H -4.361 -0.962 -0.368
H 2.148 -1.756 -0.217
H 4.184 -1.150 2.829
H -7.108 5.077 -0.147
H 1.501 -0.539 1.888
H -3.077 -1.951 -1.027
H -0.852 -1.057 1.601
H -6.767 5.907 -3.079
H 6.688 -3.491 -0.170
H -3.319 4.409 -2.710
H -2.167 4.074 -1.383
H -7.651 6.581 -0.878
H -1.912 -3.838 2.009
H -5.484 5.905 -1.897
H -2.870 2.725 -2.290
H 2.847 -0.442 -1.223
H 5.984 -2.690 1.222
*
```


- What is the largest force on an atom in the first record?
  1.1 eV/Å